C39H38F10FeN8OPS2 as an isolated structure. Source: the Open Molecules 2025 dataset; level of theory: ωB97M-V with the def2-TZVPD basis set.

Each line ends with the Mulliken spin population.
Element x y z (Å)
Fe -0.2291 0.7460 1.4010  3.531
C -1.2105 0.8462 4.4304  0.015
N -0.0077 1.0239 3.6186  -0.006
C 0.9528 -0.0517 3.8335  0.028
C 0.3897 -1.4061 3.4876  -0.006
N -0.1032 -1.4376 2.1280  0.122
C -1.1749 -2.2496 1.8994  0.012
C -2.1952 -2.6713 2.7857  -0.006
F -2.2454 -2.2413 4.0731  0.000
C -3.2580 -3.4786 2.4185  -0.004
F -4.1866 -3.7936 3.3391  0.000
C -3.4087 -3.9316 1.1258  0.009
F -4.4555 -4.6976 0.7690  0.000
C -2.4439 -3.5590 0.2116  0.000
F -2.5300 -3.9783 -1.0620  0.000
C -1.3809 -2.7726 0.5990  -0.028
F -0.4924 -2.4811 -0.3826  -0.005
C 0.5904 2.3474 3.8089  0.022
C 0.0706 3.4373 2.8330  0.013
N -0.7487 2.9589 1.7496  0.094
C -2.0111 3.4096 1.6590  0.004
C -2.8920 3.8327 2.6846  0.000
F -2.5006 3.7975 3.9902  0.000
C -4.1962 4.2367 2.4695  -0.004
F -4.9633 4.5934 3.5207  0.000
C -4.7412 4.2404 1.2031  0.010
F -6.0193 4.6249 0.9905  0.000
C -3.9243 3.8497 0.1533  -0.002
F -4.4064 3.8934 -1.1037  0.000
C -2.6217 3.4708 0.3757  -0.017
F -1.8795 3.1897 -0.7121  -0.001
H -0.9381 0.6369 5.4769  0.001
H -1.8267 0.0455 4.0354  -0.003
H -1.7978 1.7573 4.3904  -0.001
H 1.3289 -0.0703 4.8732  -0.002
H 1.8099 0.1676 3.1837  -0.004
H -0.3527 -1.6634 4.2422  -0.002
H 1.2158 -2.1312 3.6467  0.001
H 1.6689 2.2381 3.6744  -0.002
H 0.4270 2.6678 4.8478  0.000
H 0.9746 3.8953 2.4084  -0.005
H -0.4161 4.2182 3.4219  0.000
C -1.3520 -0.0812 -2.8046  0.000
C -1.5256 0.2001 -1.3365  0.072
N -0.5801 0.8035 -0.6782  -0.035
N 0.3860 1.4159 -1.4957  0.032
C 1.4196 1.8798 -0.9034  0.016
S 2.0273 1.7383 0.7146  0.042
S 2.4647 2.9994 -1.8306  0.000
C 1.6026 3.1861 -3.4074  0.002
C 1.8878 2.1500 -4.4657  -0.001
C 0.8660 1.7384 -5.3161  0.001
C 1.0998 0.8131 -6.3219  0.000
C 2.3702 0.2827 -6.4980  0.000
C 3.4001 0.6947 -5.6636  0.000
C 3.1599 1.6218 -4.6592  0.000
C -2.7826 -0.2032 -0.6959  -0.029
C -3.7623 -0.7925 -1.5263  -0.002
C -5.0177 -1.1532 -1.0995  0.002
C -5.3511 -0.9073 0.2402  0.002
C -4.4430 -0.3356 1.0836  0.004
C -3.1173 0.0332 0.6839  0.034
O -2.3598 0.5235 1.5836  0.051
H -0.3243 0.0861 -3.0993  -0.003
H -1.9890 0.5647 -3.4136  0.001
H -1.6260 -1.1170 -3.0053  0.002
H 1.9045 4.1726 -3.7689  0.000
H 0.5341 3.2180 -3.1952  -0.001
H -0.1331 2.1279 -5.1620  0.000
H 0.2829 0.4924 -6.9561  0.000
H 2.5553 -0.4465 -7.2768  0.000
H 4.3974 0.2898 -5.7928  0.000
H 3.9631 1.9250 -3.9981  0.000
H -3.5266 -0.9717 -2.5648  0.000
H -5.7262 -1.6052 -1.7800  0.000
H -6.3346 -1.1753 0.6123  0.000
H -4.6848 -0.1418 2.1224  -0.001
C 5.2138 -1.4866 -0.4820  0.000
N 4.5041 -2.1643 0.7032  0.000
C 4.1985 -3.6112 0.3156  0.000
N 3.4498 -3.6777 -0.8827  0.000
C 4.1859 -3.0150 -1.9580  0.001
N 4.4683 -1.6129 -1.6798  0.000
C 3.2280 -0.8034 -1.6311  -0.003
P 2.0368 -1.2949 -0.3054  0.041
C 3.2469 -1.4278 1.0835  0.010
C 2.0922 -3.1090 -0.7191  -0.001
H 6.1837 -1.9835 -0.5606  0.000
H 5.3358 -0.4402 -0.2021  0.001
H 5.1449 -2.1662 1.4959  0.000
H 3.6542 -4.0442 1.1550  0.000
H 5.1690 -4.0993 0.1972  0.000
H 3.5995 -3.0767 -2.8734  0.000
H 5.1328 -3.5432 -2.1062  0.000
H 2.7123 -0.8991 -2.5881  0.000
H 3.4874 0.2516 -1.5228  -0.001
H 2.7771 -1.9696 1.9083  -0.004
H 3.5229 -0.4271 1.4169  0.002
H 1.5355 -3.2671 -1.6441  0.000
H 1.5645 -3.6694 0.0558  0.000

Output
**Energy above the lowest of the compared OMol25 structures with the same formula, charge and spin**: 0.241 eV
**HOMO level (spin up / spin down)**: -0.128 / -0.131 Ha
**Charge**: -1
**Molecular weight**: 975.7 g mol⁻¹
**HOMO-LUMO gap (spin up / spin down)**: 4.493 / 4.577 eV
**2S+1**: 5

C39H38IN8O5PtS as an isolated structure. Source: the Open Molecules 2025 dataset; level of theory: ωB97M-V with the def2-TZVPD basis set.

Each line ends with the Mulliken spin population.
Element x y z (Å)
Pt -1.0706 0.2346 -0.6194  1.212
N 3.7648 0.4593 6.0894  0.000
C 2.5938 0.3637 5.3615  0.000
C 1.8529 -0.8204 5.3431  0.000
C 0.6676 -0.9029 4.6415  -0.001
C 0.1999 0.1983 3.9411  0.003
C 0.9091 1.3895 3.9525  0.001
C 2.0965 1.4773 4.6638  0.001
S -1.3527 0.1083 3.0799  0.018
O -2.1715 -0.7949 3.8432  0.010
O -1.8052 1.4700 2.9530  0.000
N -1.1165 -0.4331 1.5618  0.117
C -0.8921 -1.7297 1.2927  -0.086
N -0.5346 -2.6288 2.2316  0.006
C -0.2536 -3.8526 1.8151  0.005
C -0.3046 -4.2383 0.4843  -0.001
C -0.7216 -3.2662 -0.4120  0.006
N -1.0215 -2.0346 -0.0364  0.150
H 4.1368 -0.4256 6.3942  0.000
H 4.4834 1.0366 5.6710  0.000
H 2.2176 -1.6753 5.9021  0.000
H 0.0837 -1.8128 4.6195  0.000
H 0.4955 2.2434 3.4293  -0.001
H 2.6293 2.4206 4.7279  0.000
H 0.0428 -4.5527 2.5917  0.001
H -0.0542 -5.2381 0.1624  0.000
H -0.8384 -3.4840 -1.4693  -0.001
C -5.3543 -3.4214 2.1315  0.000
C -5.0819 -2.0201 1.6517  0.001
C -5.3721 -0.9535 2.4863  0.004
C -5.0802 0.3444 2.1011  0.000
C -4.4620 0.5748 0.8916  -0.051
C -4.1921 -0.4813 0.0243  0.028
N -3.5396 -0.2113 -1.2039  0.147
C -3.9438 0.8300 -2.0738  -0.005
C -5.1032 1.5692 -1.8474  0.002
C -5.4222 2.6429 -2.6628  -0.003
C -4.6056 2.9816 -3.7293  0.006
C -3.4993 2.1929 -4.0089  -0.001
C -3.1608 1.1161 -3.2036  -0.010
C -2.0145 0.2154 -3.6724  -0.029
O -2.1008 -0.2034 -4.8288  0.003
O -1.0614 -0.0419 -2.8662  0.103
C -4.5262 -1.7915 0.3870  -0.011
C -4.3225 -2.9627 -0.5415  -0.002
H -5.8853 -3.3887 3.0817  0.000
H -4.4163 -3.9612 2.2897  0.000
H -5.9531 -3.9921 1.4186  0.000
H -5.7934 -1.1448 3.4652  0.001
H -5.2817 1.1719 2.7668  0.000
H -4.1460 1.5740 0.6234  -0.008
H -3.1928 -1.0234 -1.6901  0.056
H -5.7535 1.3082 -1.0240  0.000
H -6.3198 3.2153 -2.4615  0.000
H -4.8415 3.8354 -4.3519  0.000
H -2.8803 2.4036 -4.8711  0.000
H -4.0670 -2.6568 -1.5548  0.002
H -5.2405 -3.5500 -0.6040  0.000
H -3.5359 -3.6270 -0.1773  0.000
C 4.4424 1.7666 -5.7111  0.000
C 4.8817 1.6550 -4.2753  0.000
C 4.1044 2.1426 -3.2327  0.003
C 4.5212 2.0460 -1.9142  0.001
C 5.7266 1.4268 -1.6055  -0.001
N 6.2116 1.2856 -0.2871  0.000
C 5.5773 1.3895 0.9260  0.000
O 6.2148 1.7609 1.9092  0.000
N 4.2472 1.0925 1.0162  0.000
C 3.4333 0.2723 0.2208  0.009
C 3.9294 -0.7608 -0.5681  -0.005
C 3.0454 -1.4364 -1.3894  0.006
C 1.7139 -1.0780 -1.3940  -0.006
N 1.2262 -0.1508 -0.5714  0.128
C 2.0576 0.4983 0.2309  -0.035
C 6.5261 0.9580 -2.6458  0.000
C 6.1073 1.0736 -3.9590  0.000
H 3.3923 2.0455 -5.7787  0.000
H 4.5864 0.8188 -6.2312  0.000
H 5.0319 2.5225 -6.2347  0.000
H 3.1508 2.6140 -3.4386  -0.001
H 3.8982 2.4630 -1.1344  -0.001
H 7.2115 1.3442 -0.1872  0.000
H 3.8141 1.4209 1.8698  0.000
H 4.9774 -1.0217 -0.5486  0.000
H 3.3990 -2.2260 -2.0386  0.000
H 0.9990 -1.5251 -2.0742  0.000
H 1.6271 1.2646 0.8612  0.006
H 7.4803 0.4954 -2.4177  0.000
H 6.7426 0.7012 -4.7546  0.000
I 0.5037 3.2942 -1.4034  0.009
C -1.2614 2.3359 -0.6025  0.243
H -2.0667 2.7399 -1.2130  -0.013
H -1.3400 2.7140 0.4157  -0.017

Output
**Energy above the lowest of the compared OMol25 structures with the same formula, charge and spin**: 1.522 eV
**HOMO level (spin up / spin down)**: -0.124 / -0.194 Ha
**Charge**: -1
**Molecular weight**: 1052.8 g mol⁻¹
**HOMO-LUMO gap (spin up / spin down)**: 5.593 / 7.501 eV
**2S+1**: 3

C39H38N2OPSc as an isolated structure. Source: the Open Molecules 2025 dataset; level of theory: ωB97M-V with the def2-TZVPD basis set.

Each line ends with the Löwdin charge.
Element x y z (Å)
Sc -0.5710 0.5599 1.4449  0.816
C -2.5826 2.0159 1.2971  -0.190
C -2.5351 1.5694 2.6316  -0.181
C -1.3853 2.1164 3.2360  -0.168
C -0.7357 2.9339 2.2818  -0.182
C -1.4652 2.8629 1.0791  -0.186
H -3.3456 1.7614 0.5753  0.102
H -3.2396 0.8969 3.0945  0.100
H -1.0742 1.9706 4.2599  0.107
H 0.1592 3.5079 2.4564  0.096
H -1.2206 3.3737 0.1587  0.104
C -1.1967 2.2744 -4.8123  -0.084
C -0.3762 1.1569 -4.8415  -0.075
C -0.3168 0.3029 -3.7475  -0.088
C -1.0774 0.5630 -2.6119  -0.378
C -1.8916 1.6954 -2.5880  -0.095
C -1.9587 2.5426 -3.6819  -0.075
P -1.0108 -0.4407 -1.0795  1.103
C 0.3033 -1.6615 -1.4445  -0.346
C 0.0471 -2.9863 -1.7822  -0.068
C 1.0980 -3.8602 -2.0261  -0.075
C 2.4112 -3.4219 -1.9379  -0.083
C 2.6742 -2.1011 -1.6028  -0.064
C 1.6242 -1.2307 -1.3553  -0.094
C -2.5583 -1.4370 -1.2076  -0.253
C -2.9904 -1.6902 -2.4879  -0.088
C -4.1787 -2.3888 -2.7612  -0.061
C -4.9720 -2.7796 -1.7293  -0.031
C -4.5965 -2.5238 -0.3889  -0.157
C -5.5062 -2.8611 0.6435  -0.040
C -5.2266 -2.5703 1.9457  -0.072
C -3.9930 -1.9956 2.2676  -0.021
C -3.0464 -1.7198 1.3012  -0.216
C -3.3475 -1.9015 -0.0986  -0.064
H -1.2401 2.9386 -5.6657  0.102
H 0.2231 0.9471 -5.7184  0.104
H 0.3314 -0.5645 -3.7776  0.107
H -2.4732 1.9168 -1.6989  0.093
H -2.5966 3.4166 -3.6511  0.105
H -0.9708 -3.3479 -1.8386  0.103
H 0.8870 -4.8915 -2.2796  0.103
H 3.2261 -4.1098 -2.1241  0.102
H 3.6937 -1.7442 -1.5177  0.107
H 1.8308 -0.2114 -1.0776  0.064
H -2.4041 -1.3341 -3.3249  0.103
H -4.4648 -2.5792 -3.7872  0.108
H -5.9174 -3.2761 -1.9114  0.114
H -6.4419 -3.3317 0.3683  0.111
H -5.9371 -2.8028 2.7277  0.106
H -3.7216 -1.8039 3.2979  0.115
C 1.7778 2.3110 -1.5259  -0.071
C 2.7923 2.7622 -0.4748  -0.362
C 2.1894 3.8458 0.4221  -0.051
C 3.4334 1.6577 0.3518  -0.127
C 4.7953 1.4873 0.2214  -0.048
C 5.5122 0.6244 1.0480  -0.064
C 4.8571 -0.0437 2.0763  -0.045
C 3.4954 0.0741 2.2688  -0.122
C 2.8810 -0.7071 3.4111  -0.374
C 2.1857 -1.9854 2.9300  -0.047
C 1.9836 0.1301 4.3248  -0.062
C 2.7072 0.8706 1.3435  -0.275
N 1.3942 0.8535 1.3833  0.038
H 1.4500 3.1711 -2.1153  0.087
H 0.8989 1.8739 -1.0573  0.033
H 2.2082 1.5818 -2.2141  0.079
H 3.6217 3.2205 -1.0221  0.122
H 1.3306 3.4457 0.9555  0.027
H 1.8604 4.6949 -0.1807  0.084
H 2.9161 4.2032 1.1538  0.089
H 5.3266 2.0658 -0.5263  0.109
H 6.5803 0.5084 0.9172  0.102
H 5.4278 -0.6775 2.7457  0.111
H 3.7299 -1.0276 4.0239  0.123
H 1.3382 -1.7672 2.2880  0.043
H 1.8302 -2.5644 3.7855  0.081
H 2.8772 -2.6093 2.3602  0.083
H 1.0722 0.4434 3.8157  0.034
H 2.5001 1.0292 4.6659  0.086
H 1.7046 -0.4567 5.2020  0.080
O -0.7720 -1.5397 1.1027  -0.308
N -1.8484 -1.2314 1.8096  -0.095

Output
**Energy above the lowest of the compared OMol25 structures with the same formula, charge and spin**: 0.883 eV
**HOMO level (spin up / spin down)**: -0.268 / -0.274 Ha
**Molecular weight**: 626.7 g mol⁻¹
**HOMO-LUMO gap (spin up / spin down)**: 6.699 / 6.483 eV
**2S+1**: 1